This record from the OMol25 dataset describes 12 unconnected molecules or ions with the total composition C49H109N5O27P6 at a distorted geometry. The level of theory is ωB97M-V/def2-TZVPD.

Its expectation value of S² is 0.750. The total energy comes out at -171055.00876 eV. As for the spin multiplicity: 2. The net charge is -1.

Each line ends with the Löwdin spin population.
Positions of all 196 atoms, in Å:
C: 2.77 -2.67 4.39  0.052
C: 2.89 -2.32 2.94  0.017
N: 2.99 -1.99 1.82  0.003
H: 2.67 -1.78 5.02  0.024
H: 3.61 -3.36 4.48  0.005
H: 1.81 -3.18 4.33  0.007
C: -1.15 3.20 4.72  0.182
C: -1.47 2.77 3.39  0.049
N: -1.63 2.38 2.31  0.008
H: -0.62 4.15 4.76  0.031
H: -0.46 2.48 5.15  0.058
H: -2.08 3.26 5.29  0.029
C: -2.68 -4.33 -4.49  0.000
C: -2.45 -4.90 -5.81  0.000
N: -2.24 -5.32 -6.88  0.000
H: -3.37 -3.49 -4.55  0.000
H: -1.79 -3.77 -4.19  0.000
H: -3.07 -5.13 -3.87  0.000
C: 1.15 3.61 -4.84  0.010
C: 0.90 2.60 -5.85  0.005
N: 0.69 1.80 -6.62  0.001
H: 0.13 3.97 -4.65  0.002
H: 1.86 4.39 -5.11  0.003
H: 1.34 3.12 -3.89  0.001
C: 1.52 5.66 -1.51  0.015
C: 1.50 4.96 -0.18  0.012
N: 1.43 4.42 0.85  0.006
H: 0.51 5.58 -1.93  0.002
H: 2.25 5.09 -2.08  0.003
H: 1.92 6.67 -1.54  0.005
C: -3.46 8.15 -4.94  0.004
C: -3.69 7.57 -3.51  0.004
O: -3.45 8.56 -2.55  0.001
P: -2.90 8.16 -1.08  0.002
O: -1.64 7.43 -1.11  0.004
O: -2.87 9.61 -0.25  0.004
C: -2.09 10.74 -0.65  0.002
C: -0.87 10.95 0.17  0.009
O: -4.07 7.33 -0.33  0.002
C: -3.77 6.76 0.94  0.025
C: -3.58 5.24 0.81  0.017
H: -3.51 7.29 -5.62  0.001
H: -4.19 8.91 -5.19  0.000
H: -2.44 8.54 -4.99  0.002
H: -4.70 7.18 -3.42  0.001
H: -2.97 6.77 -3.33  0.001
H: -1.63 10.42 -1.58  0.001
H: -2.65 11.66 -0.80  0.000
H: -0.53 9.94 0.39  0.004
H: 0.01 11.45 -0.24  0.001
H: -1.18 11.39 1.12  0.002
H: -2.97 7.20 1.54  0.015
H: -4.65 7.03 1.51  0.005
H: -3.40 4.96 1.85  0.013
H: -4.41 4.64 0.43  0.001
H: -2.72 5.05 0.16  0.001
C: 10.65 -4.97 -1.62  0.000
C: 9.11 -5.44 -1.70  0.000
O: 8.78 -5.02 -3.00  0.000
P: 7.69 -3.83 -3.21  0.000
O: 8.07 -2.46 -2.79  0.001
O: 6.45 -4.42 -2.32  0.001
C: 5.14 -4.40 -2.80  0.000
C: 4.20 -4.82 -1.68  0.001
O: 7.15 -4.02 -4.70  0.000
C: 7.21 -2.94 -5.56  0.000
C: 5.98 -2.16 -5.31  0.001
H: 10.84 -4.03 -2.13  0.000
H: 10.98 -4.91 -0.58  0.000
H: 11.13 -5.77 -2.18  0.000
H: 9.05 -6.52 -1.55  0.000
H: 8.46 -5.06 -0.92  0.000
H: 4.94 -3.38 -3.15  0.000
H: 5.12 -5.07 -3.65  0.000
H: 4.50 -5.74 -1.17  0.000
H: 3.96 -4.06 -0.94  0.000
H: 3.26 -5.02 -2.19  0.000
H: 8.02 -2.25 -5.38  0.000
H: 7.30 -3.33 -6.58  0.000
H: 6.21 -1.47 -4.51  0.000
H: 5.76 -1.44 -6.10  0.000
H: 5.06 -2.69 -5.06  0.000
C: 2.23 0.89 0.18  0.007
C: 0.83 1.32 -0.33  0.003
O: 0.02 0.11 -0.12  0.002
P: -0.73 -0.40 -1.50  0.000
O: -1.89 -1.35 -1.30  0.000
O: -1.02 0.87 -2.44  0.000
C: -2.11 1.86 -2.12  0.002
C: -1.75 3.24 -2.72  0.004
O: 0.57 -1.13 -2.30  0.001
C: 1.21 -2.32 -1.71  0.000
C: 0.19 -3.55 -1.99  0.000
H: 2.13 0.72 1.25  0.003
H: 2.60 0.07 -0.44  0.001
H: 2.90 1.73 0.31  0.001
H: 0.46 2.17 0.24  0.001
H: 0.91 1.70 -1.35  0.001
H: -3.10 1.52 -2.42  0.000
H: -2.16 2.00 -1.04  0.000
H: -1.74 3.04 -3.79  0.001
H: -2.36 4.12 -2.50  0.001
H: -0.76 3.53 -2.36  0.001
H: 2.13 -2.49 -2.25  0.000
H: 1.56 -2.20 -0.68  0.000
H: -0.39 -3.78 -1.10  0.000
H: -0.48 -3.25 -2.79  0.000
H: 0.74 -4.45 -2.27  0.000
C: 7.29 6.11 7.28  0.002
C: 6.73 6.09 5.85  0.002
O: 5.52 5.30 5.93  0.002
P: 4.81 5.11 4.50  0.003
O: 5.67 5.12 3.33  0.003
O: 4.03 3.70 4.61  0.022
C: 3.58 3.01 3.50  0.014
C: 4.01 1.55 3.66  0.024
O: 3.70 6.31 4.68  0.005
C: 3.02 6.66 5.84  0.018
C: 1.90 7.68 5.45  0.038
H: 7.48 5.08 7.58  0.000
H: 8.27 6.57 7.36  0.000
H: 6.61 6.55 8.01  0.000
H: 6.54 7.10 5.48  0.001
H: 7.50 5.66 5.21  0.000
H: 2.51 3.09 3.28  0.009
H: 4.15 3.26 2.60  0.001
H: 5.03 1.42 4.03  0.002
H: 3.39 1.07 4.42  0.019
H: 3.90 0.97 2.74  0.001
H: 2.62 5.79 6.36  0.015
H: 3.80 7.10 6.45  0.001
H: 1.40 7.43 4.52  0.014
H: 1.20 7.85 6.27  0.011
H: 2.33 8.67 5.28  0.003
C: -10.50 0.80 1.02  0.000
C: -9.62 0.28 -0.14  0.000
O: -8.25 0.31 0.12  0.001
P: -7.46 -0.77 1.07  0.000
O: -8.32 -1.26 2.22  0.000
O: -7.02 -2.04 0.13  0.000
C: -6.10 -3.02 0.49  0.000
C: -4.81 -2.95 -0.36  0.000
O: -6.12 -0.08 1.63  0.004
C: -5.64 1.17 1.13  0.005
C: -4.88 0.96 -0.19  0.001
H: -11.50 0.52 0.70  0.000
H: -10.19 0.40 1.98  0.000
H: -10.27 1.85 1.23  0.000
H: -9.84 -0.77 -0.32  0.000
H: -9.79 0.76 -1.10  0.000
H: -5.80 -3.10 1.54  0.000
H: -6.59 -3.97 0.26  0.000
H: -4.88 -2.97 -1.45  0.000
H: -4.47 -1.93 -0.19  0.000
H: -4.00 -3.56 0.04  0.000
H: -6.48 1.85 0.98  0.001
H: -5.13 1.75 1.91  0.004
H: -4.91 1.90 -0.74  0.001
H: -3.86 0.72 0.11  0.000
H: -5.31 0.28 -0.92  0.000
C: -0.96 -7.85 -2.91  0.000
C: -1.45 -9.22 -2.99  0.000
O: -1.54 -9.99 -1.82  0.000
P: -2.36 -9.41 -0.57  0.000
O: -3.60 -8.79 -0.96  0.000
O: -1.31 -8.58 0.28  0.000
C: -1.73 -7.89 1.40  0.000
C: -1.00 -6.60 1.67  0.002
O: -2.43 -10.83 0.24  0.000
C: -1.23 -11.49 0.75  0.000
C: -1.81 -12.38 1.78  0.000
H: -1.01 -7.33 -3.87  0.000
H: -1.67 -7.31 -2.28  0.000
H: 0.04 -7.76 -2.49  0.000
H: -2.44 -9.11 -3.45  0.000
H: -0.81 -9.76 -3.68  0.000
H: -2.65 -7.32 1.28  0.000
H: -1.50 -8.58 2.22  0.000
H: 0.02 -6.98 1.75  0.001
H: -1.03 -5.67 1.11  0.000
H: -1.14 -6.45 2.74  0.001
H: -0.53 -12.01 0.09  0.000
H: -0.59 -10.81 1.31  0.000
H: -2.29 -13.24 1.31  0.000
H: -1.07 -12.84 2.43  0.000
H: -2.57 -12.03 2.48  0.000
C: -1.68 -1.16 2.57  0.013
C: -0.67 -2.08 2.02  0.007
O: -1.55 -3.29 2.03  0.003
C: -2.59 -3.16 2.83  0.004
O: -3.48 -3.96 2.88  0.001
O: -2.46 -2.01 3.46  0.029
H: -2.40 -0.70 1.89  0.000
H: -1.28 -0.29 3.10  0.015
H: 0.26 -2.16 2.59  0.004
H: -0.33 -1.91 0.99  0.000